ORCA calculation (ωB97M-V/def2-TZVPD) on a structure of composition C35H69BClFMoN6OSi3.

Geometry as XYZ:
```
118
Properties=species:S:1:pos:R:3
Mo -0.053 0.314 -0.160
C 0.905 -2.174 -4.630
C 0.807 -0.838 -3.982
C 1.504 0.317 -4.270
C 1.055 1.272 -3.354
N 0.144 0.715 -2.543
N -0.021 -0.560 -2.960
B -1.247 -1.403 -2.593
N -2.316 -0.536 -1.912
N -2.398 -0.340 -0.573
C -3.640 0.110 -0.329
C -4.333 0.246 -1.535
C -3.461 -0.172 -2.515
C -3.689 -0.224 -3.982
C -4.327 0.344 0.993
C -5.499 -0.654 1.071
C -3.426 0.097 2.203
C -4.885 1.774 1.025
N -0.807 -2.554 -1.699
N 0.333 -2.449 -0.990
C 0.725 -3.687 -0.703
C -0.203 -4.612 -1.209
C -1.158 -3.853 -1.848
C -2.367 -4.302 -2.589
C 2.038 -4.039 -0.070
C 3.005 -4.427 -1.199
C 1.876 -5.219 0.893
C 2.607 -2.832 0.664
C 1.465 2.718 -3.428
C 0.883 3.314 -4.723
C 2.994 2.799 -3.475
C 0.924 3.492 -2.239
H 1.877 -2.276 -5.110
H 0.136 -2.291 -5.395
H 0.792 -2.969 -3.897
H 2.248 0.451 -5.030
H -1.705 -1.857 -3.593
H -5.337 0.586 -1.680
H -4.580 0.347 -4.229
H -3.843 -1.250 -4.314
H -2.835 0.184 -4.520
H -5.132 -1.668 0.930
H -6.244 -0.456 0.307
H -5.982 -0.591 2.043
H -3.412 -0.963 2.443
H -3.814 0.630 3.069
H -2.403 0.422 2.016
H -5.540 1.951 0.176
H -4.092 2.514 0.992
H -5.446 1.932 1.944
H -0.168 -5.683 -1.140
H -2.557 -5.351 -2.376
H -2.229 -4.194 -3.664
H -3.237 -3.714 -2.305
H 2.614 -5.254 -1.789
H 3.961 -4.723 -0.774
H 3.159 -3.574 -1.857
H 1.587 -6.118 0.357
H 1.113 -5.010 1.641
H 2.818 -5.412 1.401
H 2.584 -1.962 0.012
H 3.633 -3.029 0.965
H 2.015 -2.611 1.544
H 1.270 2.807 -5.603
H 1.143 4.369 -4.784
H -0.201 3.222 -4.729
H 3.377 2.408 -4.414
H 3.426 2.223 -2.662
H 3.318 3.832 -3.381
H -0.154 3.580 -2.325
H 1.345 4.492 -2.195
H 1.170 2.959 -1.325
C -1.025 -2.266 1.782
O -0.403 -1.011 1.700
Si 0.407 -0.254 2.995
C 1.675 -1.429 3.839
C -0.910 -0.113 4.397
C 0.947 1.241 1.966
Si 0.424 2.819 3.017
C -1.453 3.156 3.295
C 1.222 4.534 2.666
C 1.035 2.470 4.818
Si 2.874 1.449 1.749
C 4.093 0.039 1.291
C 3.268 2.755 0.402
C 3.799 2.095 3.307
H -1.478 -2.394 2.766
H -0.297 -3.065 1.625
H -1.802 -2.352 1.018
H 1.296 -2.444 3.942
H 1.890 -1.062 4.838
H 2.618 -1.470 3.309
H -1.489 -1.026 4.522
H -1.606 0.694 4.220
H -0.430 0.090 5.347
H -1.699 4.173 3.013
H -1.720 3.038 4.341
H -2.091 2.502 2.717
H 0.584 5.202 2.100
H 2.155 4.446 2.131
H 1.443 5.020 3.611
H 1.697 1.618 4.867
H 0.217 2.284 5.504
H 1.579 3.316 5.221
H 5.086 0.475 1.248
H 3.885 -0.386 0.322
H 4.135 -0.770 2.009
H 4.209 3.252 0.617
H 3.370 2.256 -0.554
H 2.505 3.516 0.305
H 3.793 1.367 4.110
H 3.401 3.024 3.690
H 4.840 2.274 3.054
F 1.813 0.266 -0.619
Cl -0.662 3.647 0.345
C -1.345 2.108 -0.196
H -1.750 2.329 -1.195
H -2.210 2.003 0.460
```

HOMO energy (alpha / beta) in eV: -8.5610 / -8.6289
Lowest unoccupied orbital energy (alpha / beta) in eV: -0.87 / -0.01
Energy above the lowest of the compared OMol25 structures with the same formula, charge and spin in kcal per mole: 18.26
2S+1: 3

These are the Mulliken partial charges, in e, on atoms 1 to 8: number 1, Mo, carries -0.203; number 2, C, carries -1.362; number 3, C, carries 0.510; number 4, C, carries -0.886; number 5, C, carries -0.486; number 6, N, carries -0.961; number 7, N, carries 0.789; number 8, B, carries -0.108